1.
Here is C49H33F5InNO6P2S as an isolated structure in a non-equilibrium geometry from the OMol25 dataset. Energies are from ωB97M-V/def2-TZVPD.

The calculation puts the HOMO energy at -12.570 eV. The value obtained for the HOMO-LUMO gap is 6.40 eV.

Geometry as ORCA input:
```
! wB97M-V def2-TZVPD RIJCOSX def2/J DEFGRID3
* xyz 2 1
In -19.2214 9.5582 -9.1183
O -20.6124 10.8338 -4.5041
C -20.5822 10.0416 -5.5506
O -19.6941 9.2627 -5.8018
C -21.7322 10.2354 -6.4448
C -22.9534 10.5898 -5.8824
C -24.0763 10.5292 -6.7146
C -23.9122 10.2194 -8.0648
C -22.6155 10.0058 -8.5220
N -21.5114 9.9236 -7.7107
C -22.2468 9.8461 -9.9397
O -23.1625 9.9494 -10.8454
O -21.0908 9.6692 -10.3210
H -19.8664 10.7182 -3.8990
H -23.0804 10.7929 -4.8061
H -25.0757 10.6850 -6.3122
H -24.7512 10.1200 -8.7180
H -24.0699 9.9812 -10.5589
O -20.9064 6.3581 -7.5540
S -19.5908 6.9483 -7.9689
C -18.8244 5.8246 -9.0809
C -18.8813 4.4948 -8.7242
C -18.2142 3.5448 -9.4677
C -17.4380 3.9706 -10.5379
C -17.5232 5.2532 -10.9778
C -18.2276 6.2212 -10.2976
P -18.5638 7.8385 -11.0258
C -19.9793 7.4759 -12.1355
C -20.7763 6.3671 -11.9700
C -21.7584 6.0901 -12.9008
C -21.9637 6.8924 -13.9882
C -21.2243 8.0719 -14.1313
C -20.2461 8.3806 -13.1690
C -17.3350 8.4047 -12.2192
C -16.7198 9.6278 -11.9716
C -15.7809 10.1338 -12.8716
C -15.5016 9.4392 -14.0275
C -16.1886 8.2569 -14.3384
C -17.1107 7.7534 -13.4524
C -18.4888 6.8123 -6.5787
C -18.6911 5.7497 -5.7283
C -17.8003 5.5568 -4.7089
C -16.7629 6.4283 -4.4785
C -16.6004 7.5613 -5.2866
C -17.4873 7.7864 -6.3531
P -17.3540 9.2698 -7.3792
C -17.1402 10.7889 -6.4457
C -18.1654 11.7421 -6.4745
C -17.9876 12.9848 -5.8680
C -16.7492 13.2409 -5.2838
C -15.7309 12.3113 -5.2915
C -15.8858 11.1048 -5.9137
C -15.8999 9.0560 -8.4501
C -15.2809 10.1763 -8.9868
C -14.2293 10.0127 -9.8895
C -13.8417 8.7053 -10.2348
C -14.4848 7.5769 -9.7086
C -15.4752 7.7790 -8.7675
H -19.5506 4.1707 -7.8993
H -18.2781 2.4884 -9.2320
H -16.9248 3.2163 -11.1314
H -17.1200 5.4920 -11.9448
H -20.6062 5.7117 -11.1202
H -22.3520 5.1994 -12.7423
H -22.7024 6.6669 -14.7249
H -21.4515 8.7201 -14.9411
H -19.6873 9.3025 -13.2512
H -16.9620 10.2449 -11.0858
H -15.2304 11.0248 -12.6594
H -14.7123 9.7362 -14.7289
H -15.9406 7.7632 -15.2646
H -17.7118 6.9035 -13.7289
H -19.5504 5.1057 -5.8858
H -17.8912 4.6214 -4.1221
H -16.0788 6.2849 -3.6694
H -15.8464 8.2993 -5.0492
H -19.0803 11.5000 -6.9544
H -18.7486 13.7833 -5.8729
H -16.5906 14.2390 -4.8598
H -14.7993 12.5651 -4.7891
H -15.0390 10.4170 -5.9073
H -15.5997 11.1614 -8.6396
H -13.7902 10.8964 -10.3317
H -13.0165 8.5746 -10.9251
H -14.1779 6.5607 -9.9310
H -15.9273 6.9141 -8.3277
F -19.4178 16.8015 -9.3434
C -19.1872 15.5147 -9.4565
C -20.1827 14.5794 -9.1509
F -21.4114 15.0025 -8.8072
C -19.9625 13.2209 -9.1800
F -20.9485 12.3824 -8.8981
C -18.7313 12.6873 -9.5591
O -18.4942 11.4117 -9.6883
C -17.7653 13.6267 -9.9148
F -16.5288 13.1868 -10.2602
C -17.9219 14.9989 -9.8474
F -16.9412 15.8231 -10.1148
*
```

2.
Here is C49H34BiCl2GeN9O2S2 as an isolated structure in a non-equilibrium geometry from the OMol25 dataset. Energies are from ωB97M-V/def2-TZVPD.

The calculation puts the HOMO energy (spin up / spin down) at -3.046 / -3.046 eV. The value obtained for the HOMO-LUMO gap (spin up / spin down) is 4.38 / 2.91 eV.

Geometry as ORCA input:
```
! wB97M-V def2-TZVPD RIJCOSX def2/J DEFGRID3
* xyz -2 1
Bi 6.0192 16.8306 9.2781
C 9.7287 23.5462 10.4656
C 9.2674 22.2337 10.6412
N 9.2186 21.6723 11.8646
C 9.7072 22.4137 12.8462
C 10.1391 23.7017 12.7324
N 10.2404 24.2209 11.4942
C 10.0957 21.6145 14.1026
C 9.5172 20.4258 14.5370
C 9.9619 19.9911 15.7514
C 11.0258 20.6071 16.4209
C 11.6330 21.6541 15.8243
N 11.1413 22.1412 14.7029
C 12.7522 22.4319 16.4093
C 13.1351 23.6399 15.8280
N 14.0039 24.4926 16.3895
C 14.5639 24.0584 17.5120
C 14.3242 22.7518 17.9998
N 13.3911 21.9167 17.5065
C 9.4330 18.6619 16.2380
C 8.3246 18.5932 17.0379
C 7.7224 17.3612 17.4347
N 8.0850 16.2117 16.9312
C 9.1596 16.2161 16.1296
C 9.8239 17.3576 15.7245
H 9.7221 23.9493 9.4207
H 9.0275 21.6255 9.7711
H 10.5067 24.3099 13.6428
H 8.9376 19.7858 13.9115
H 11.3860 20.4440 17.4237
H 12.8295 24.0403 14.8626
H 15.1914 24.7088 18.0684
H 14.9514 22.3227 18.7454
H 7.9318 19.5698 17.2329
H 6.8559 17.2931 18.1243
H 9.3817 15.3175 15.4995
H 10.6754 17.2800 14.9596
S 6.6513 19.1540 9.0403
C 5.4235 20.1852 9.3844
C 6.0062 21.5044 9.1659
N 6.8281 22.3154 9.0338
C 4.1484 19.7453 9.4987
S 3.7148 18.1826 9.5276
C 3.0768 20.7209 9.3171
N 2.3652 21.6464 9.3004
Cl 7.1809 15.5186 6.9910
C 8.7474 8.6364 21.5158
C 9.7678 9.2752 19.6930
C 9.0336 8.3149 20.2811
C 14.5810 14.0405 7.4112
C 15.8690 14.2291 7.0486
Cl 8.4889 16.2001 10.9237
C 10.2532 9.5388 13.4063
N 9.6461 10.2327 14.1154
H 9.2618 10.1581 19.8982
H 10.7773 9.2642 18.9510
H 13.4571 14.1181 7.9530
O 15.6806 23.2198 9.9775
C 11.8197 3.6235 6.0114
O 12.2520 2.6106 5.8787
C 14.4023 11.6473 4.5221
C 14.5276 12.8955 4.0524
Ge 6.6246 3.6600 6.6136
C 7.2952 4.1803 11.5370
C 3.4979 7.5927 15.1941
C 4.3640 8.2631 14.6871
C 4.0859 14.7555 16.0472
C 5.2940 14.6790 15.7907
C 15.1675 23.2469 8.9901
C 7.7358 4.0054 8.1225
C 9.1586 4.4514 7.9542
C 9.8642 4.8662 8.9522
C 9.3912 4.9159 10.1797
C 8.1934 4.2565 10.5237
C 7.4543 3.7733 9.3839
C 5.4404 5.3212 6.2662
C 4.7650 5.5817 4.9986
C 3.8507 6.6309 4.8812
C 3.5066 7.4566 5.9777
C 4.4532 7.5027 6.9797
C 5.3300 6.4268 7.1519
H 14.1390 10.8099 3.9130
H 14.1863 11.4550 5.7432
H 14.7225 13.8465 4.5077
H 14.2727 13.0738 3.0867
H 2.4981 7.3306 15.5773
H 5.0580 9.0754 14.3761
H 3.2983 15.4776 15.9298
H 6.2162 14.5015 16.2821
H 13.5381 19.6023 13.9766
H 9.0803 4.8039 6.8993
H 10.9993 5.3040 8.7188
H 9.7148 5.3880 11.0130
H 8.2404 4.7585 12.1815
H 6.3180 3.7838 9.7679
H 4.9180 5.0151 4.1403
H 3.2210 6.8366 4.0511
H 2.9117 8.2764 5.7156
H 4.4446 8.3121 7.7152
H 6.0092 6.5236 8.0378
*
```

3.
Here is C49H35AuBrN3O3S2 as an isolated structure from the OMol25 dataset. Energies are from ωB97M-V/def2-TZVPD.

The calculation puts the HOMO energy at -11.612 eV. The value obtained for the HOMO-LUMO gap is 3.63 eV.

Geometry as ORCA input:
```
! wB97M-V def2-TZVPD RIJCOSX def2/J DEFGRID3
* xyz 2 1
Au -0.7451 -0.4511 1.0235
C 1.2512 -2.0571 -4.8187
C 1.5124 -1.5372 -3.4345
C 2.0039 -2.3653 -2.4317
C 2.2681 -1.8629 -1.1642
C 2.0361 -0.5227 -0.8945
C 1.5649 0.3286 -1.8894
C 1.2954 -0.1863 -3.1411
S 2.4278 0.0134 0.7570
O 1.1417 0.5326 1.3968
C 3.4434 1.4125 0.3388
C 4.6785 0.9105 -0.1570
C 5.6012 1.7415 -0.7013
C 5.3015 3.1160 -0.8540
C 6.1980 3.9869 -1.5173
C 5.8786 5.2983 -1.7093
C 4.6422 5.7935 -1.2456
C 3.7745 4.9829 -0.5724
C 4.0839 3.6166 -0.3397
C 3.1602 2.7569 0.3663
C 2.1742 3.5375 1.1957
C 2.7914 4.2390 2.2999
C 4.0601 3.8593 2.8121
C 4.6553 4.5687 3.8157
C 4.0234 5.7042 4.3626
C 2.7856 6.0689 3.9209
C 2.1343 5.3361 2.9001
C 0.8379 5.6993 2.4516
C 0.2126 4.9464 1.5133
C 0.8733 3.8460 0.9090
S -0.1433 2.9535 -0.2728
O -0.6944 3.9161 -1.2583
C -1.4937 2.6683 0.8940
C -1.2999 2.2454 2.2070
C -2.4053 2.0454 3.0242
C -3.6994 2.2660 2.5564
C -4.8914 2.0746 3.4534
C -3.8640 2.6918 1.2415
C -2.7734 2.8915 0.4075
H 1.3886 -3.1354 -4.8745
H 1.9317 -1.5925 -5.5337
H 0.2369 -1.8161 -5.1390
H 2.2073 -3.4070 -2.6488
H 2.6842 -2.5064 -0.3968
H 1.4251 1.3844 -1.6958
H 0.9296 0.4768 -3.9156
H 4.8819 -0.1518 -0.0768
H 6.5572 1.3609 -1.0371
H 7.1357 3.5865 -1.8818
H 6.5626 5.9571 -2.2267
H 4.3769 6.8263 -1.4271
H 2.8261 5.3821 -0.2398
H 4.5556 2.9808 2.4207
H 5.6166 4.2535 4.1990
H 4.5171 6.2746 5.1377
H 2.2755 6.9233 4.3480
H 0.3489 6.5648 2.8806
H -0.7898 5.1881 1.1825
H -0.3012 2.1096 2.5982
H -2.2551 1.7407 4.0534
H -4.6154 1.5783 4.3825
H -5.6633 1.4821 2.9601
H -5.3395 3.0361 3.7090
H -4.8623 2.8871 0.8669
H -2.8967 3.2521 -0.6058
Br -3.5857 -8.4020 -5.9685
C -3.9465 -7.9448 -4.2064
C -3.9497 -8.9416 -3.2276
C -4.2370 -8.6011 -1.9283
C -4.4659 -7.2510 -1.6024
C -4.4939 -6.2534 -2.6009
C -4.2341 -6.6034 -3.8977
N -4.6873 -7.0045 -0.2757
N -4.8091 -5.8812 0.1769
C -4.3238 -4.7130 0.3652
C -5.2550 -3.5963 0.5175
C -4.8068 -2.3449 0.6270
C -3.3664 -2.0488 0.6919
O -2.9757 -0.9026 0.7896
C -2.4128 -3.2024 0.6691
N -1.1285 -2.9041 0.8056
C -0.2442 -3.8920 0.8419
C -0.6151 -5.2322 0.7625
C -1.9494 -5.5471 0.6076
C -2.8762 -4.5090 0.5365
H -3.7478 -9.9675 -3.4998
H -4.2697 -9.3443 -1.1427
H -4.7561 -5.2324 -2.3542
H -4.2691 -5.8673 -4.6878
H -6.3130 -3.8203 0.4782
H -5.4809 -1.5004 0.6814
H 0.7931 -3.6043 0.9529
H 0.1345 -6.0070 0.8371
H -2.2638 -6.5826 0.5661
*
```

The following energy relative to the best compared isomer or geometry (same formula, charge and spin) values (in eV) correspond, in order, to the records above: 0.325, 34.574, 1.212.